P) 12
Properties=species:S:1:pos:R:3:nbo_charge:R:1 method="wB97M-V/def2-TZVPD" homo_lumo_gap_ev=7.894 charge=-1 lumo_ev=4.1
H 1.6634 1.6745 1.2552 0.07
O -0.8633 -1.1736 -0.7320 -0.73
N 0.8156 0.2781 -0.1196 -0.73
H -1.8523 -0.1040 -1.5648 0.51
O -2.3130 0.6064 -2.1051 -1.02
O 0.9185 0.2155 2.3918 -0.83
C 0.2483 -0.9119 -0.2453 0.53
H -1.7385 1.3634 -2.2984 0.45
H 0.6901 -1.7564 0.2955 0.11
C 1.6132 0.5646 1.3857 0.19
H 2.5878 0.0568 1.1908 0.08
H 0.3066 1.1208 -0.3267 0.36

Q) 12
Properties=species:S:1:pos:R:3:nbo_charge:R:1 method="wB97M-V/def2-TZVPD" homo_lumo_gap_ev=8.461 charge=-1 lumo_ev=4.3
O -0.5194 -0.8674 0.6654 -0.84
H 2.1836 1.0025 -0.0944 0.18
C 1.1252 0.7639 -0.1565 -0.33
O 1.4935 -0.6962 1.6497 -0.76
C 0.6477 -0.4304 0.7660 0.76
H 1.5470 -0.0428 -2.0305 0.33
N 0.8335 0.5192 -1.5906 -0.86
H -0.0105 -0.0200 -1.7301 0.36
H -2.6757 -0.8674 0.1646 0.47
H -2.1224 -0.4780 1.2980 0.51
O -3.0667 -0.5595 0.9876 -1.00
H 0.5642 1.6762 0.0707 0.18

R) 12
Properties=species:S:1:pos:R:3:nbo_charge:R:1 method="wB97M-V/def2-TZVPD" homo_lumo_gap_ev=7.955 charge=-1 lumo_ev=4.0
H -2.1980 1.1310 -0.7647 0.49
H 2.4614 -1.2258 -0.1617 0.09
N 0.3522 -0.3653 0.6941 -0.80
O -1.8826 -0.8748 0.8563 -0.76
C -0.6747 -1.1634 0.9815 0.48
H -1.9340 2.3870 -1.5618 0.45
H 0.1159 0.6211 0.4600 0.35
C 2.1927 -0.2242 0.1497 0.25
H 2.3457 -0.1545 1.2377 0.09
O 2.4946 0.7756 -0.5614 -0.76
O -2.1029 1.3818 -1.8266 -0.95
H -0.4377 -2.1374 1.3983 0.08

S) 12
Properties=species:S:1:pos:R:3:nbo_charge:R:1 method="wB97M-V/def2-TZVPD" homo_lumo_gap_ev=8.570 charge=-1 lumo_ev=4.1
C 0.7264 1.4308 1.3029 -0.40
N -0.4454 1.0180 0.6073 -0.70
H 0.9951 0.7123 2.0760 0.22
H -0.7131 1.6001 -0.1685 0.36
C -0.6495 -0.3660 0.3023 0.87
O -1.2690 -0.5594 -0.7826 -0.84
H 0.5314 -2.3502 -2.4478 0.45
H 0.6599 2.4052 1.8046 0.16
O -0.4030 -2.4077 -2.5825 -1.00
H -0.7992 -1.8179 -1.9021 0.52
O -0.2513 -1.1920 1.1322 -0.78
H 1.6178 1.5269 0.6584 0.14

Stability check: which of them is least stable? R).